# C20H32BrF7NO7

A 2-piece molecular cluster, C20H32BrF7NO7 overall (ωB97M-V/def2-TZVPD, the OMol25 dataset).

As for the orbital gap: 9.1580 eV. The net charge is +1. Its spin multiplicity is 1. The total energy comes out at -126139.214 eV.

Each line ends with the Löwdin charge.
Element x y z (Å)
1 C 4.0590 0.8206 -0.8853  -0.07
2 O 3.0398 -0.0391 -1.3588  -0.19
3 C 3.4050 -1.3791 -1.1485  -0.12
4 C 2.3830 -2.3601 -1.7067  -0.14
5 C 2.6023 -2.6059 -3.2345  -0.36
6 F 3.7551 -3.2792 -3.3534  0.17
7 F 1.6539 -3.3683 -3.7741  0.17
8 C 2.8289 -1.3876 -4.1748  -0.35
9 F 3.0624 -1.9204 -5.3817  0.18
10 F 3.9064 -0.6817 -3.8400  0.18
11 C 1.6551 -0.4043 -4.4037  -0.53
12 F 0.5542 -1.0643 -4.7357  0.17
13 F 1.4316 0.3706 -3.3500  0.17
14 F 1.9947 0.3864 -5.4323  0.19
15 O 2.8942 -3.5985 -1.1574  0.11
16 C 2.1154 -4.1249 -0.1839  -0.49
17 O 2.4415 -5.0428 0.5512  0.16
18 O 0.9384 -3.4746 -0.1835  0.09
19 C 0.9454 -2.3512 -1.0832  -0.26
20 C -0.2996 -2.6040 -1.9526  -0.06
21 C -0.9476 -1.3645 -2.6161  -0.13
22 C -2.3386 -1.0639 -2.0554  -0.14
23 O -2.2970 -0.0444 -1.0499  -0.04
24 C -2.1523 1.2303 -1.4945  -0.52
25 C -1.1051 1.9759 -0.7192  0.03
26 O -2.7965 1.7128 -2.4016  0.12
27 C 0.5678 -1.1617 -0.1533  -0.15
28 C 1.2182 -1.1190 1.2285  -0.66
29 C 1.6983 0.2923 1.5781  -0.13
30 Br -0.0973 -1.6207 2.5983  0.74
31 H 5.0432 0.4385 -1.1406  0.10
32 H 3.9538 1.7843 -1.3572  0.10
33 H 4.0210 0.9297 0.1934  0.08
34 H 4.3104 -1.5782 -1.7174  0.14
35 H 3.6425 -1.6190 -0.1179  0.15
36 H -0.1814 -3.3838 -2.6904  0.12
37 H -1.0279 -2.9849 -1.2570  0.12
38 H -1.1009 -1.5807 -3.6577  0.11
39 H -0.3610 -0.4658 -2.5004  0.09
40 H -2.7718 -1.9301 -1.5778  0.13
41 H -3.0056 -0.7852 -2.8598  0.12
42 H -0.1716 1.9417 -1.2652  0.09
43 H -0.9811 1.4841 0.2342  0.06
44 H -1.4373 2.9959 -0.6036  0.09
45 H -0.4863 -1.2824 0.0203  0.08
46 H 0.6707 -0.2211 -0.6671  0.09
47 H 2.0464 -1.7945 1.3479  0.08
48 H 2.5459 0.2482 2.2441  0.08
49 H 1.9568 0.8456 0.6875  0.06
50 H 0.9129 0.8437 2.0726  0.04
51 C -3.5896 3.1691 5.3461  -0.02
52 C -3.7863 1.9395 4.4732  -0.30
53 C -2.5189 1.4392 3.7824  -0.18
54 O -2.1885 2.2973 2.7068  -0.21
55 C -1.1512 3.2532 2.9682  -0.06
56 N -4.7327 2.2900 3.3534  0.22
57 H -3.3465 4.0544 4.7566  0.09
58 H -4.4918 3.3909 5.9186  0.09
59 H -2.7828 3.0005 6.0551  0.10
60 H -4.2496 1.1421 5.0528  0.16
61 H -2.7176 0.4556 3.3451  0.12
62 H -1.6991 1.3182 4.4894  0.14
63 H -0.4550 2.8905 3.7241  0.10
64 H -1.5755 4.2072 3.2865  0.09
65 H -0.6112 3.4131 2.0378  0.09
66 H -5.5305 2.8457 3.6605  0.18
67 H -5.0795 1.4575 2.8722  0.18
68 H -4.1893 2.8209 2.6572  0.17

# C20H32Cl6O21S3

A 8-piece molecular cluster, C20H32Cl6O21S3 overall (ωB97M-V/def2-TZVPD, the OMol25 dataset).

The energy above the lowest of the compared OMol25 structures with the same formula, charge and spin is 0.0 kcal/mol. As for the orbital gap: 10.4638 eV. The net charge is 0. Its spin multiplicity is 1. Its SMILES is C[C@H]1COC(=O)O1.C[C@H]1COC(=O)O1.C[C@H]1COC(=O)O1.O=S1(=O)OCCO1.O=S1(=O)OCCO1.O=S1(=O)OCCO1.ClC(Cl)Cl.ClC(Cl)Cl. The total energy comes out at -171893.397 eV.

Each line ends with the Löwdin charge.
Element x y z (Å)
1 C 1.0713 -2.8555 -4.3089  -1.54
2 Cl 1.5213 -4.3744 -3.5577  0.56
3 Cl 1.3066 -2.8381 -6.0503  0.55
4 Cl 1.9372 -1.4855 -3.5467  0.54
5 H 0.0307 -2.6877 -4.0589  0.01
6 C -5.7578 0.4204 -0.9864  -1.50
7 Cl -6.0862 0.3432 0.7797  0.55
8 Cl -7.1157 -0.2325 -1.8732  0.56
9 Cl -4.3024 -0.4517 -1.4442  0.62
10 H -5.6593 1.4730 -1.2207  0.01
11 C 1.2762 -0.9654 -0.4486  -0.03
12 C 0.2980 0.0712 0.0795  -0.28
13 C -1.1477 -0.4140 0.2438  -0.11
14 O -1.4932 -0.0765 1.5706  0.06
15 C -0.4853 0.5765 2.1832  -0.58
16 O -0.6036 1.1813 3.1955  0.19
17 O 0.6180 0.5495 1.4098  0.07
18 H 1.5926 -1.5869 0.3896  0.10
19 H 2.1421 -0.4224 -0.8229  0.05
20 H 0.8210 -1.5472 -1.2374  0.03
21 H 0.2905 0.9908 -0.5124  0.13
22 H -1.2047 -1.5033 0.2174  0.11
23 H -1.8075 0.0633 -0.4749  0.07
24 C -2.0964 2.6196 -2.0545  -0.02
25 C -1.1482 3.4834 -2.8981  -0.31
26 C -0.1700 2.6969 -3.7541  -0.09
27 O -0.7955 2.8003 -5.0229  0.07
28 C -1.7190 3.7681 -5.0594  -0.55
29 O -2.2806 4.0480 -6.0693  0.18
30 O -1.9144 4.2650 -3.8026  0.09
31 H -2.7959 2.0262 -2.6536  0.08
32 H -2.7820 3.1921 -1.4290  0.09
33 H -1.5374 1.9130 -1.4423  0.05
34 H -0.6673 4.1042 -2.1392  0.15
35 H -0.1417 1.6358 -3.4954  0.13
36 H 0.8651 3.0420 -3.7702  0.12
37 C 0.7337 -3.0791 4.3192  -0.01
38 C -0.5133 -2.4608 3.7164  -0.30
39 C -1.6717 -3.4159 3.4370  -0.07
40 O -2.8342 -2.6959 3.8517  0.05
41 C -2.4530 -1.6541 4.6288  -0.56
42 O -3.1656 -0.9871 5.3076  0.17
43 O -1.1169 -1.6174 4.6892  0.09
44 H 0.4943 -3.5873 5.2587  0.09
45 H 1.4991 -2.3576 4.6012  0.09
46 H 1.1903 -3.8674 3.7184  0.09
47 H -0.2221 -1.8723 2.8439  0.13
48 H -1.6767 -4.3182 4.0522  0.14
49 H -1.7385 -3.6881 2.3859  0.10
50 C 4.1814 3.7050 1.7157  -0.15
51 C 3.0519 2.7050 1.9956  -0.18
52 O 3.3831 2.1522 3.2460  -0.18
53 S 5.0049 2.1990 3.5782  0.66
54 O 5.6540 0.9726 3.2160  -0.23
55 O 5.2171 2.6989 4.9016  -0.22
56 O 5.3259 3.3232 2.4773  -0.19
57 H 3.9098 4.6870 2.1116  0.13
58 H 4.5245 3.7246 0.6855  0.10
59 H 3.1234 1.9238 1.2257  0.11
60 H 2.0134 3.0239 1.9463  0.13
61 C 3.7997 1.9581 -2.2428  -0.16
62 C 4.9496 2.9457 -2.1471  -0.19
63 O 6.0590 2.2115 -1.6699  -0.18
64 S 5.6272 0.8102 -0.9772  0.67
65 O 5.9873 0.8239 0.4072  -0.21
66 O 6.0021 -0.2609 -1.8487  -0.21
67 O 4.0093 1.1240 -1.0913  -0.24
68 H 3.8874 1.3873 -3.1674  0.13
69 H 2.8360 2.4387 -2.1038  0.12
70 H 4.7662 3.7795 -1.4626  0.11
71 H 5.1867 3.4531 -3.0836  0.14
72 C -5.4527 -3.7791 0.1387  -0.12
73 C -4.6272 -2.9517 1.1683  -0.16
74 O -3.3279 -2.8026 0.5956  -0.27
75 S -2.9353 -4.0717 -0.2850  0.62
76 O -2.5994 -5.2546 0.4585  -0.22
77 O -2.1400 -3.6999 -1.4337  -0.24
78 O -4.4600 -4.2012 -0.8033  -0.21
79 H -6.1532 -3.1430 -0.3981  0.11
80 H -5.9403 -4.6524 0.5610  0.13
81 H -4.5211 -3.5065 2.1014  0.12
82 H -4.9269 -1.9451 1.4392  0.08

# C20H32FO14S

A 6-piece molecular cluster, C20H32FO14S overall (ωB97M-V/def2-TZVPD, the OMol25 dataset).

The energy above the lowest of the compared OMol25 structures with the same formula, charge and spin is 36.0 kcal/mol. As for the orbital gap: 9.1216 eV. The net charge is -1. Its spin multiplicity is 1. The total energy comes out at -63472.006 eV.

Each line ends with the Löwdin charge.
Element x y z (Å)
1 F -22.3770 -37.9042 5.6675  -0.62
2 C -23.4243 -36.5719 9.7681  0.05
3 C -22.7178 -35.3364 9.1456  -0.27
4 C -22.8082 -35.1760 7.6772  -0.08
5 O -23.3970 -33.8373 7.6242  0.08
6 C -23.5686 -33.2384 8.8015  -0.63
7 O -24.1217 -32.1735 8.8718  0.14
8 O -23.2359 -34.0986 9.6891  0.12
9 H -24.3298 -36.5393 9.7206  -0.02
10 H -23.2463 -36.5477 10.9480  0.15
11 H -22.9923 -37.3234 9.3516  0.01
12 H -21.6915 -35.3231 9.3790  0.13
13 H -23.3600 -36.0608 7.4554  0.10
14 H -21.7753 -35.4024 7.3629  0.14
15 C -21.9053 -34.8984 1.2890  -0.02
16 C -22.2187 -34.2060 2.5526  -0.25
17 C -21.7286 -34.9154 3.8595  -0.07
18 O -20.5401 -34.2529 4.1130  0.09
19 C -20.4743 -33.0885 3.4671  -0.56
20 O -19.7237 -32.1255 3.7015  0.09
21 O -21.4605 -33.0037 2.6190  0.11
22 H -22.2852 -34.4440 0.3909  0.09
23 H -22.2734 -35.9512 1.3175  0.10
24 H -20.9013 -35.1589 1.1065  0.07
25 H -23.1423 -33.9363 2.5430  0.09
26 H -21.6232 -35.9151 3.7550  0.08
27 H -22.3082 -34.9795 4.7353  0.11
28 C -21.5186 -40.1240 2.7829  -0.01
29 C -22.5136 -40.5989 3.8383  -0.28
30 C -24.0087 -40.1309 3.5681  -0.01
31 O -24.7964 -41.4154 3.5854  0.05
32 C -23.9353 -42.4168 3.5138  -0.63
33 O -24.3396 -43.5256 3.2264  0.11
34 O -22.7102 -42.0283 3.7517  0.10
35 H -21.3398 -38.9709 2.8616  0.13
36 H -22.0665 -40.2622 1.9783  0.01
37 H -20.6648 -40.8974 2.8346  0.13
38 H -22.2294 -40.2786 4.7819  0.08
39 H -24.2783 -39.7813 2.5260  0.15
40 H -24.1766 -39.3346 4.2638  0.08
41 C -20.3754 -39.4905 8.7320  -0.01
42 C -20.5635 -40.1317 7.3413  -0.27
43 C -19.8998 -39.3997 6.2588  -0.15
44 O -18.9162 -40.3522 5.8928  0.08
45 C -18.9643 -41.4323 6.6449  -0.58
46 O -18.2827 -42.4550 6.3388  0.05
47 O -19.9481 -41.4762 7.5091  0.11
48 H -19.3157 -39.3244 8.9990  0.09
49 H -20.8417 -40.1591 9.4865  0.09
50 H -20.9276 -38.4876 8.7897  0.09
51 H -21.5316 -40.3492 6.9754  0.13
52 H -19.6983 -38.3274 6.2365  0.14
53 H -20.3228 -39.1350 5.2583  0.11
54 C -26.7106 -36.7163 6.1489  -0.18
55 C -28.1451 -36.8132 5.5192  -0.20
56 C -28.2801 -35.9924 4.2062  -0.20
57 S -26.5849 -35.3638 3.9180  0.72
58 O -26.4687 -33.9879 4.4219  -0.33
59 O -26.2160 -35.6734 2.4751  -0.40
60 C -25.8145 -36.5803 4.8730  -0.28
61 H -26.2780 -37.6853 6.6286  0.15
62 H -26.8444 -35.8813 6.7185  0.07
63 H -28.9717 -36.4184 6.1530  0.12
64 H -28.3543 -37.8518 5.2806  0.10
65 H -29.0295 -35.2912 4.1801  0.07
66 H -28.5723 -36.5196 3.3848  0.06
67 H -24.7325 -36.2880 5.3116  0.14
68 H -25.5453 -37.4885 4.2329  0.12